Entry one
DFT (wB97M-V/def2-TZVPD) results for C3H13N3O as an isolated structure.

Charge = 0

Each line ends with the natural charge from an NBO analysis.
Positions of all 20 atoms, in Å:
N  0.971  1.481  -0.111  -0.853
C  1.112  0.513  -1.227  -0.225
C  -0.262  0.171  -1.775  -0.222
N  -0.172  -0.535  -3.052  -0.837
H  0.651  2.365  -0.498  0.356
H  -0.329  0.731  1.294  0.421
H  1.885  1.685  0.275  0.368
H  1.729  0.909  -2.037  0.183
H  1.612  -0.373  -0.835  0.188
H  -0.819  -0.388  -1.015  0.167
H  -0.796  1.116  -1.918  0.181
H  -0.079  -1.530  -2.894  0.357
H  -1.005  -0.402  -3.611  0.363
N  -0.868  0.118  1.931  -0.923
C  -0.244  -1.436  2.765  0.242
O  -1.223  -1.925  3.345  -0.720
H  -1.212  0.643  2.730  0.388
H  -1.688  -0.254  1.462  0.387
H  0.152  -1.930  1.852  0.086
H  0.586  -0.958  3.317  0.092



Entry two
DFT (wB97M-V/def2-TZVPD) results for a 2-piece molecular cluster, C3H13N3O overall.

Charge = 0
SMILES string = NCCNCN.O

Each line ends with the natural charge from an NBO analysis.
Positions of all 20 atoms, in Å:
C  0.390  -1.110  -0.502  -0.215
N  -0.420  -0.330  0.383  -0.698
C  -1.835  -0.116  0.277  -0.049
N  -2.471  -0.041  1.610  -0.818
C  1.905  -0.893  -0.258  -0.225
N  2.152  0.562  -0.363  -0.858
H  0.136  -0.910  -1.534  0.202
H  0.092  -2.171  -0.309  0.169
H  -0.266  -0.202  1.372  0.375
H  -2.341  -0.872  -0.349  0.159
H  -2.137  0.839  -0.126  0.201
H  -2.160  0.833  2.060  0.342
H  -2.034  -0.712  2.250  0.332
H  2.322  -1.328  0.634  0.197
H  2.351  -1.347  -1.141  0.180
H  2.990  0.802  0.156  0.360
H  2.331  0.886  -1.303  0.365
H  -0.040  1.389  -0.614  0.501
H  -0.338  2.810  -1.038  0.462
O  -0.627  1.911  -1.204  -0.980



What is the stability order? It is entry two, entry one, from most stable to least stable.